Density functional theory data (ωB97M-V/def2-TZVPD) for one molecule with the formula C20H25NO3S.

Each line ends with the Löwdin charge.
CARTESIAN COORDINATES (ANGSTROEM)
C  -0.74533  0.87624  -2.72626  -0.057
C  0.47662  1.79168  -2.78135  -0.350
C  0.01782  3.24462  -2.90493  -0.067
C  1.37516  1.60995  -1.53708  -0.251
O  1.01607  0.41104  -0.86500  -0.043
C  1.66058  0.27828  0.36925  -0.329
C  1.14493  -0.98624  1.01210  -0.116
C  1.94710  -2.10923  1.13470  -0.018
C  1.42629  -3.26115  1.70062  -0.071
C  0.11592  -3.29689  2.13368  -0.029
C  -0.69472  -2.16909  2.00616  -0.205
N  -2.01249  -2.26349  2.45992  0.115
C  -2.97846  -1.30017  2.49931  -0.477
O  -2.83700  -0.15108  2.13055  0.079
C  -4.26573  -1.76227  3.04775  -0.429
C  -5.37960  -0.98051  3.19308  -0.099
C  -6.47528  -1.67193  3.74300  -0.175
C  -6.18890  -2.97308  4.01203  -0.405
S  -4.57583  -3.38146  3.59988  1.047
C  -0.17293  -1.01102  1.44281  0.056
O  3.05339  0.22652  0.23078  -0.060
C  3.54684  1.37584  -0.41905  -0.145
C  2.90222  1.57549  -1.80591  -0.468
C  3.27721  0.38578  -2.69124  -0.015
C  3.41616  2.87859  -2.41059  -0.033
H  -1.34052  1.09012  -1.84282  0.086
H  -1.35945  1.03108  -3.61087  0.080
H  -0.44021  -0.16427  -2.68312  0.080
H  1.05077  1.53146  -3.67413  0.124
H  0.86103  3.92886  -2.94163  0.064
H  -0.60884  3.51403  -2.05744  0.085
H  -0.56618  3.37305  -3.81375  0.079
H  1.18098  2.45088  -0.84440  0.159
H  1.40039  1.16014  1.00391  0.177
H  2.96788  -2.06886  0.79275  0.114
H  2.04634  -4.13943  1.80193  0.104
H  -0.28780  -4.19908  2.57273  0.109
H  -2.26467  -3.17647  2.81546  0.087
H  -5.38974  0.05547  2.90770  0.120
H  -7.43429  -1.22396  3.93100  0.104
H  -6.82715  -3.72646  4.42983  0.063
H  -0.79446  -0.13841  1.33560  0.113
H  4.62555  1.22834  -0.50365  0.138
H  3.35643  2.26432  0.20657  0.138
H  2.84990  -0.52582  -2.28119  0.092
H  4.35920  0.27854  -2.72929  0.090
H  2.91087  0.51773  -3.70581  0.080
H  4.50236  2.85218  -2.47209  0.088
H  3.12972  3.73135  -1.79830  0.088
H  3.02184  3.01882  -3.41320  0.083

SMILES: CC(C)[C@H]1O[C@@H](c2cccc(NC(=O)c3cccs3)c2)OCC1(C)C
Relative energy (zero: lowest compared OMol25 entry of this formula, charge and spin) (kcal/mol): 8.50
Spin multiplicity: 1

---

Density functional theory data (ωB97M-V/def2-TZVPD) for one molecule with the formula C20H25NO4S.

Each line ends with the Löwdin charge.
CARTESIAN COORDINATES (ANGSTROEM)
C  -4.08842  -1.56809  -1.56597  -0.038
C  -4.33957  -0.44841  -0.60682  -0.247
C  -5.62057  0.08239  -0.47018  -0.035
C  -5.88389  1.10905  0.41827  -0.065
C  -4.86531  1.63910  1.19449  -0.067
C  -3.58662  1.12721  1.07131  -0.057
C  -3.33464  0.09834  0.18159  -0.230
S  -1.64034  -0.51264  0.14472  0.729
O  -1.19633  -0.73110  -1.20539  -0.292
O  -0.83612  0.36008  0.95684  -0.306
C  -1.73823  -2.15665  1.00272  -0.098
C  -0.44291  -2.79676  0.70321  -0.321
C  -0.05402  -4.00758  0.20111  0.010
C  1.34358  -3.92188  -0.00001  0.032
C  1.70824  -2.65708  0.37776  -0.149
C  2.98221  -1.90938  0.27441  -0.424
O  4.04333  -2.43671  -0.00272  0.078
N  2.81153  -0.59330  0.51100  0.106
C  3.84895  0.39346  0.29924  -0.290
C  3.83993  0.87432  -1.16352  -0.130
C  2.45677  1.18978  -1.73628  -0.190
C  1.85989  2.51778  -1.28127  -0.206
C  1.71979  2.66676  0.23152  -0.197
C  3.06904  2.80706  0.93848  -0.201
C  3.73151  1.49649  1.36422  -0.141
O  0.62055  -1.98302  0.81389  0.042
H  -4.31735  -2.52595  -1.09662  0.089
H  -3.05169  -1.57370  -1.88817  0.061
H  -4.73360  -1.46786  -2.43595  0.088
H  -6.41932  -0.32090  -1.07537  0.116
H  -6.88672  1.50022  0.50248  0.107
H  -5.06471  2.44331  1.88534  0.107
H  -2.76121  1.51518  1.64682  0.109
H  -1.86989  -1.91885  2.05592  0.117
H  -2.57832  -2.72110  0.61570  0.105
H  -0.68255  -4.85191  0.00400  0.113
H  1.99370  -4.68004  -0.38391  0.120
H  1.87521  -0.24724  0.66434  0.121
H  4.79181  -0.14456  0.45753  0.142
H  4.49431  1.74170  -1.25929  0.117
H  4.27042  0.06723  -1.76110  0.115
H  1.76203  0.38255  -1.49708  0.102
H  2.54446  1.21800  -2.82581  0.111
H  2.47664  3.33866  -1.65970  0.110
H  0.87025  2.61346  -1.73470  0.108
H  1.13853  3.57353  0.42061  0.109
H  1.14659  1.83317  0.64014  0.085
H  3.74689  3.36700  0.29059  0.106
H  2.93633  3.40214  1.84592  0.106
H  3.17680  1.07924  2.20780  0.116
H  4.73304  1.73752  1.72790  0.111

SMILES: Cc1ccccc1S(=O)(=O)Cc1ccc(C(=O)NC2CCCCCC2)o1
Relative energy (zero: lowest compared OMol25 entry of this formula, charge and spin) (kcal/mol): 27.93
Spin multiplicity: 1

---

Density functional theory data (ωB97M-V/def2-TZVPD) for C20H26BiI2LuO5S as an isolated structure.

Each line ends with the Löwdin charge.
CARTESIAN COORDINATES (ANGSTROEM)
I  -3.67133  2.65165  -1.39195  0.382
I  -0.28903  -3.97491  0.40213  0.359
Lu  -0.15463  -1.24210  -0.39351  0.843
Bi  -1.19668  1.34157  -2.12697  0.951
S  -1.99218  -1.14760  -2.29239  0.375
C  -0.12766  1.80257  -4.42227  -0.081
C  1.36221  2.13473  -1.48319  -0.129
C  -2.04344  -1.69817  -4.21365  -0.759
C  -2.47925  -3.15738  -4.17928  -0.071
C  -0.68375  -1.53565  -4.84656  -0.089
C  -3.09901  -0.79734  -4.84604  -0.086
C  2.13163  -0.52937  -0.91107  -0.153
C  1.49542  -1.86241  -2.09225  -0.160
O  2.35781  2.65389  -1.29249  0.164
O  0.66857  2.40910  -4.98218  0.206
O  3.21120  -0.06772  -0.97757  0.213
O  2.17533  -2.28228  -2.95024  0.239
H  -2.56249  -3.54094  -5.20889  0.133
H  -3.45863  -3.26914  -3.68992  0.108
H  -1.75171  -3.77833  -3.63615  0.097
H  -0.76577  -1.79166  -5.91489  0.136
H  0.05608  -2.19910  -4.39115  0.070
H  -0.30257  -0.50875  -4.77975  0.027
H  -3.20977  -1.05440  -5.91134  0.130
H  -2.83715  0.26894  -4.77785  0.063
H  -4.07222  -0.93320  -4.35211  0.108
C  3.17404  -1.99586  2.78356  -0.010
C  1.67683  -1.72319  2.82960  -0.400
C  0.98175  -2.64598  3.83107  -0.021
C  1.36664  -0.26330  3.15185  -0.009
C  1.90605  0.34083  4.28191  0.127
C  1.62518  1.66970  4.59519  0.149
C  0.78801  2.40984  3.76154  0.125
C  0.23684  1.85248  2.61974  -0.032
C  -0.66812  2.66942  1.70980  -0.389
C  -2.04670  2.86225  2.34026  -0.022
C  -0.05634  4.02616  1.35489  -0.029
C  0.50336  0.49498  2.31698  -0.122
O  -0.02615  -0.04892  1.23067  -0.226
H  3.63320  -1.80423  3.76427  0.106
H  3.65176  -1.35422  2.03303  0.090
H  3.34676  -3.03902  2.48860  0.119
H  1.25620  -1.95690  1.83714  0.005
H  1.36559  -2.47770  4.84710  0.112
H  -0.10071  -2.46918  3.83473  0.100
H  1.14090  -3.69513  3.56019  0.102
H  2.56025  -0.25225  4.93031  0.168
H  2.05076  2.12788  5.48523  0.172
H  0.55852  3.44875  3.99126  0.166
H  -0.80834  2.10900  0.77336  0.055
H  -1.94872  3.38852  3.29923  0.112
H  -2.70364  3.43839  1.67590  0.074
H  -2.51111  1.88702  2.53056  0.103
H  0.98817  3.91946  1.04099  0.085
H  -0.61563  4.49814  0.53385  0.107
H  -0.08636  4.69108  2.22874  0.107

Relative energy (zero: lowest compared OMol25 entry of this formula, charge and spin) (kcal/mol): 0.00
Total charge: +4
Spin multiplicity: 1

---

Density functional theory data (ωB97M-V/def2-TZVPD) for C20H26BrCoN7OS2Se as an isolated structure.

Each line ends with the Mulliken spin population.
CARTESIAN COORDINATES (ANGSTROEM)
Co  1.00523  0.02667  -0.23638  2.820
C  -5.39874  0.01748  0.61754  0.000
S  -4.46399  -1.13783  -0.43467  0.000
C  -2.91052  -0.29865  -0.77808  0.002
S  -2.86144  1.38141  -0.82669  0.001
N  -2.02091  -1.25189  -1.08770  0.009
N  -0.75185  -0.84162  -1.51528  0.019
C  -0.19149  -1.69427  -2.34144  -0.004
C  1.21826  -1.62952  -2.62099  0.009
C  1.76962  -2.33012  -3.72145  0.004
C  3.12138  -2.18672  -3.91645  -0.003
C  3.83714  -1.36088  -3.05651  0.004
C  3.21382  -0.68918  -2.02256  0.004
N  1.90322  -0.79210  -1.78382  0.018
H  -6.43093  -0.30709  0.66861  0.000
H  -5.37281  1.03180  0.21428  0.000
H  -4.90179  0.04780  1.61444  0.000
H  -0.75313  -2.53385  -2.74374  0.000
H  1.15450  -2.85088  -4.47163  0.000
H  3.64200  -2.66164  -4.76384  0.000
H  4.89777  -1.20254  -3.24732  0.000
H  3.78688  -0.01861  -1.38548  0.002
C  0.27875  3.28125  -4.25295  0.000
C  0.81280  3.25416  -2.83798  -0.001
C  1.65013  4.29453  -2.33526  0.004
C  2.16026  4.12474  -1.08657  0.002
C  1.82816  2.97152  -0.33682  0.013
Br  2.58910  2.71389  1.39132  0.002
N  1.14944  1.96756  -0.82861  0.020
C  0.64467  2.10330  -2.10841  0.004
H  0.53466  4.20290  -4.75509  0.000
H  -0.80864  3.15278  -4.36986  0.000
H  0.72215  2.46518  -4.86663  0.000
H  1.79093  5.20350  -2.89214  0.000
H  2.87076  4.79208  -0.61691  0.000
H  0.02883  1.28811  -2.48243  -0.003
C  -1.71880  -2.54350  3.60675  0.000
N  -1.14945  -1.87875  2.41786  0.004
C  -0.78870  -2.83136  1.39110  -0.010
C  -0.70589  -0.58503  2.36770  0.002
O  -0.46573  0.00068  1.24371  0.019
N  -0.60417  0.16116  3.52926  0.001
C  -0.69417  1.58916  3.35334  -0.001
C  -0.33741  -0.35697  4.82910  0.000
H  -2.15749  -3.52139  3.27323  0.000
H  -2.53403  -1.96594  4.05932  0.000
H  -0.95168  -2.80747  4.34802  0.000
H  -1.49592  -3.65189  1.46230  -0.001
H  0.17973  -3.32436  1.52068  0.001
H  -0.83288  -2.40522  0.38945  0.009
H  -0.93995  1.76206  2.31221  0.000
H  0.25648  2.07317  3.54321  0.000
H  -1.47735  1.98533  4.03046  0.000
H  0.35052  -1.29062  4.76008  0.000
H  -1.26508  -0.51755  5.40526  0.000
H  0.26901  0.35857  5.44031  0.000
Se  2.50307  -2.55608  3.55103  0.012
C  2.45710  -1.47346  2.15266  0.015
N  2.35852  -0.75375  1.23044  0.019

Relative energy (zero: lowest compared OMol25 entry of this formula, charge and spin) (kcal/mol): 2.18
Spin multiplicity: 4